Record 1
{"formula": "C15H18F6N4O2PRh", "method": "wB97M-V/def2-TZVPD", "e_lumo_ev": [-10.73, -13.06], "multiplicity": 2, "total_charge": 3, "orbital_gap_ev": [8.224, 5.959], "symbols": ["Rh", "O", "C", "O", "C", "C", "C", "C", "C", "C", "N", "C", "C", "C", "C", "C", "C", "N", "H", "H", "H", "H", "H", "H", "H", "H", "H", "H", "N", "C", "C", "N", "H", "H", "H", "H", "H", "H", "H", "H", "F", "P", "F", "F", "F", "F", "F"], "positions_angstrom": [[-0.032, -0.060, -0.203], [-7.868, 0.154, 1.579], [-6.855, 0.652, 2.176], [-6.956, 1.567, 3.000], [-5.412, 0.384, 1.970], [-4.621, 0.172, 3.113], [-3.263, -0.040, 2.970], [-2.685, -0.010, 1.703], [-3.468, 0.269, 0.575], [-4.822, 0.487, 0.704], [-1.268, -0.219, 1.526], [-0.598, -0.782, 2.470], [0.848, -0.894, 2.386], [1.603, -1.373, 3.438], [2.990, -1.439, 3.294], [3.551, -1.028, 2.102], [2.727, -0.560, 1.083], [1.404, -0.493, 1.213], [-7.651, -0.605, 1.006], [-5.085, 0.171, 4.091], [-2.679, -0.179, 3.868], [-3.016, 0.259, -0.405], [-5.422, 0.714, -0.169], [-1.079, -1.205, 3.346], [1.126, -1.684, 4.358], [3.607, -1.813, 4.101], [4.620, -1.058, 1.942], [3.151, -0.234, 0.142], [1.165, 0.040, -1.860], [1.616, 1.450, -2.064], [0.424, 2.320, -1.713], [0.013, 1.914, -0.324], [1.932, -0.629, -1.931], [0.515, -0.229, -2.604], [1.955, 1.611, -3.088], [2.456, 1.649, -1.397], [-0.419, 2.121, -2.375], [0.644, 3.387, -1.738], [-0.901, 2.307, -0.093], [0.679, 2.289, 0.354], [-1.432, -0.126, -1.570], [-1.481, -2.688, -1.725], [-1.400, -4.196, -1.654], [-2.889, -2.378, -1.122], [-0.900, -2.326, -0.222], [-0.014, -2.316, -2.215], [-2.008, -2.391, -3.148]], "forces_ev_per_angstrom": [[-0.618, -1.400, 0.061], [0.027, -0.259, -0.116], [-0.009, 0.299, 0.116], [0.100, -0.056, -0.092], [-0.012, 0.026, 0.079], [0.125, -0.106, 0.107], [-0.206, 0.118, 0.193], [0.271, -0.098, -0.008], [-0.155, -0.119, -0.142], [0.058, 0.039, -0.188], [-0.205, 0.078, 0.069], [0.028, -0.003, 0.023], [-0.015, -0.133, -0.022], [0.058, 0.004, -0.066], [-0.044, -0.015, -0.014], [0.064, -0.014, 0.060], [-0.085, 0.040, -0.130], [-0.042, 0.507, 0.061], [-0.095, 0.039, 0.016], [0.070, -0.023, 0.022], [-0.015, 0.031, 0.016], [0.023, 0.069, -0.061], [0.025, -0.015, -0.024], [0.001, 0.092, 0.058], [-0.031, -0.033, -0.006], [0.011, 0.023, -0.005], [0.004, -0.013, 0.001], [-0.006, 0.005, 0.026], [0.041, 0.110, -0.182], [-0.111, -0.002, 0.009], [0.113, -0.116, -0.031], [0.374, 0.337, 0.187], [0.027, 0.092, 0.099], [0.041, 0.099, -0.005], [-0.059, -0.003, 0.009], [-0.010, -0.002, -0.012], [0.007, -0.023, 0.023], [0.071, -0.039, 0.028], [0.029, -0.050, -0.033], [-0.089, 0.079, -0.032], [0.004, 0.226, 0.045], [-0.195, 0.277, -0.351], [0.009, -0.027, 0.063], [0.112, -0.063, -0.028], [0.469, 0.276, -0.021], [-0.211, -0.197, 0.052], [0.054, -0.056, 0.147]], "lowdin_charge": [1.233, 0.295, -0.383, 0.376, -0.080, 0.069, 0.035, -0.173, 0.022, 0.057, 0.016, -0.008, -0.222, 0.061, 0.039, 0.031, -0.054, -0.025, 0.190, 0.154, 0.128, 0.091, 0.152, 0.149, 0.145, 0.146, 0.142, 0.121, -0.054, -0.152, -0.144, -0.023, 0.129, 0.107, 0.150, 0.126, 0.131, 0.149, 0.137, 0.139, -0.450, 0.359, 0.046, -0.057, -0.175, -0.107, -0.019]}



Record 2
{"formula": "CH3Br2PS", "method": "wB97M-V/def2-TZVPD", "de_lowest_kj_mol": 124.6, "e_lumo_ev": -1.02, "orbital_gap_ev": 8.245, "symbols": ["C", "P", "S", "Br", "Br", "H", "H", "H"], "positions_angstrom": [[1.330, -0.003, 0.200], [-0.991, -0.027, -0.345], [-1.424, -0.191, -2.221], [-1.850, -1.620, 0.957], [-1.731, 1.835, 0.626], [1.473, -0.938, 0.719], [1.790, 0.073, -0.767], [1.403, 0.872, 0.831]], "forces_ev_per_angstrom": [[-3.220, 0.006, -0.328], [2.633, -0.032, -0.061], [0.210, 0.065, 0.898], [0.234, 0.293, -0.156], [0.151, -0.280, -0.074], [-0.026, -0.163, 0.008], [0.022, 0.020, -0.284], [-0.005, 0.091, -0.003]], "lowdin_charge": [-0.062, -0.475, 0.088, 0.219, 0.221, 0.002, 0.007, 0.000]}



Record 3
{"formula": "C6H9N", "method": "wB97M-V/def2-TZVPD", "smiles": "C/N=C/[C@@H]1C=CC1", "de_lowest_kj_mol": 278.7, "e_lumo_ev": 1.16, "orbital_gap_ev": 10.190, "symbols": ["C", "N", "C", "C", "C", "C", "C", "H", "H", "H", "H", "H", "H", "H", "H", "H"], "positions_angstrom": [[-1.267, 2.143, 0.164], [-0.293, 1.114, 0.391], [-0.722, -0.016, 0.760], [0.099, -1.241, 0.467], [0.429, -1.301, -1.077], [1.746, -0.673, -0.672], [1.554, -0.878, 0.630], [-1.381, 2.131, -0.926], [-0.894, 3.126, 0.461], [-2.259, 1.941, 0.598], [-1.721, -0.153, 1.198], [-0.348, -2.142, 0.903], [-0.256, -0.832, -1.801], [0.615, -2.332, -1.386], [2.577, -0.257, -1.232], [2.119, -0.631, 1.521]], "forces_ev_per_angstrom": [[-0.189, 0.255, -0.043], [-0.357, -0.441, -0.083], [-0.040, 0.148, -0.266], [-0.049, -0.124, 0.156], [0.023, -0.182, -0.138], [0.379, -0.229, 0.140], [0.279, 0.105, -0.030], [-0.161, 0.390, 0.095], [-0.096, -0.090, 0.010], [0.136, 0.085, 0.116], [-0.111, 0.043, -0.261], [0.292, 0.144, 0.071], [0.272, 0.105, 0.418], [-0.255, -0.030, -0.066], [-0.137, -0.076, -0.017], [0.013, -0.104, -0.103]], "lowdin_charge": [-0.139, -0.014, -0.163, -0.270, -0.129, -0.081, -0.079, 0.082, 0.071, 0.072, 0.118, 0.127, 0.106, 0.100, 0.097, 0.103]}



Record 4
{"formula": "CH6OP2S", "method": "wB97M-V/def2-TZVPD", "de_lowest_kj_mol": 158.7, "e_lumo_ev": -0.14, "orbital_gap_ev": 8.383, "symbols": ["C", "O", "P", "P", "S", "H", "H", "H", "H", "H", "H"], "positions_angstrom": [[-0.439, 1.216, -0.756], [1.620, -1.210, 0.358], [0.370, -1.943, -0.409], [-1.025, -0.238, 0.228], [-2.945, -0.642, -0.022], [-0.045, 2.068, -0.070], [0.417, 1.035, -1.361], [-1.278, 1.584, -1.421], [2.436, -1.183, -0.074], [-0.006, -3.422, 0.818], [-0.444, 0.157, 1.602]], "forces_ev_per_angstrom": [[-0.523, 1.838, 0.855], [-1.678, 0.119, 1.400], [-0.822, -1.590, 1.787], [0.080, -0.011, 1.129], [1.053, 0.268, 0.328], [-1.125, -1.417, -0.900], [0.643, -0.650, -0.676], [0.926, -0.454, 0.953], [1.963, -0.210, -1.246], [0.421, 2.841, -1.912], [-0.937, -0.733, -1.718]], "lowdin_charge": [-0.354, -0.504, 0.617, 0.049, 0.025, 0.072, -0.002, 0.051, 0.002, 0.024, 0.020]}



Record 5
{"formula": "C6H24N12O6Tl", "method": "wB97M-V/def2-TZVPD", "de_lowest_kj_mol": 78.9, "e_lumo_ev": [-4.54, -10.53], "multiplicity": 2, "total_charge": 2, "orbital_gap_ev": [9.782, 3.777], "symbols": ["Tl", "C", "O", "N", "N", "H", "H", "H", "H", "C", "O", "N", "N", "H", "H", "H", "H", "C", "O", "N", "N", "H", "H", "H", "H", "C", "O", "N", "N", "H", "H", "H", "H", "C", "O", "N", "N", "H", "H", "H", "H", "C", "O", "N", "N", "H", "H", "H", "H"], "positions_angstrom": [[0.998, -1.130, 0.569], [-2.947, -1.422, -0.030], [-1.883, -1.304, 0.463], [-3.360, -2.519, -0.668], [-3.860, -0.502, -0.019], [-4.281, -2.340, -1.040], [-2.689, -3.126, -1.117], [-3.498, 0.357, 0.370], [-4.535, -0.570, -0.767], [2.105, 2.384, 2.393], [2.126, 1.266, 1.842], [3.082, 3.265, 2.534], [1.043, 2.697, 3.080], [3.111, 4.151, 3.019], [4.000, 3.153, 2.127], [0.950, 3.346, 3.848], [0.405, 1.913, 3.070], [-0.740, -0.975, -3.099], [-0.250, -0.654, -2.055], [-1.717, -0.340, -3.662], [-0.361, -2.032, -3.699], [-2.034, -0.722, -4.542], [-2.059, 0.532, -3.285], [-0.798, -2.136, -4.604], [0.452, -2.490, -3.314], [3.210, 1.529, -1.405], [2.138, 1.025, -1.042], [3.396, 2.042, -2.587], [4.232, 1.712, -0.628], [4.345, 2.215, -2.887], [2.609, 1.951, -3.213], [5.151, 1.937, -0.982], [4.147, 1.479, 0.351], [-0.218, -4.202, 2.777], [-0.233, -3.239, 2.177], [-1.255, -5.015, 2.760], [0.760, -4.556, 3.511], [-1.144, -5.894, 3.244], [-2.182, -4.790, 2.428], [0.829, -5.388, 4.080], [1.602, -4.000, 3.549], [-1.103, 2.382, -0.177], [-0.520, 1.407, 0.244], [-2.276, 2.778, 0.009], [-0.598, 3.069, -1.149], [-2.571, 3.632, -0.442], [-2.900, 2.304, 0.647], [-1.084, 3.869, -1.528], [0.405, 2.954, -1.152]], "forces_ev_per_angstrom": [[-1.117, 0.514, -0.233], [0.162, -2.146, -1.206], [4.405, 0.493, 2.131], [-0.926, -1.310, -0.931], [-2.264, 2.973, 0.365], [0.265, -1.353, -0.568], [-0.362, 0.059, 0.117], [-0.759, 0.049, -0.391], [-0.126, 1.022, 0.490], [0.505, -0.648, 1.155], [1.250, 0.214, -1.262], [3.374, 1.138, -1.155], [-3.491, -0.334, 1.132], [-1.152, -0.266, 0.195], [-0.330, -0.649, -0.212], [0.396, 0.029, -0.301], [-0.443, 0.367, 0.211], [-0.027, 0.798, 1.569], [1.719, 1.742, 3.864], [-2.802, 1.921, -1.754], [1.044, -3.559, -2.594], [-0.506, 0.808, 0.179], [0.047, -0.309, -0.254], [1.029, -1.195, -0.048], [-0.269, -0.314, -0.749], [0.373, 0.524, 0.201], [-1.446, -0.737, 0.524], [-1.022, 0.258, -2.657], [2.162, -0.419, 3.137], [-0.472, 0.207, -0.434], [0.556, 0.064, -0.520], [-0.239, 0.044, 0.080], [-0.010, -0.294, -0.108], [-2.499, -4.963, 2.094], [0.407, 9.754, -5.977], [-2.150, -3.168, 0.636], [5.314, -1.924, 3.708], [-0.497, 0.116, -0.112], [0.555, 0.294, -0.093], [-0.414, 0.122, -0.228], [-0.376, 0.045, -0.233], [2.508, -2.277, -1.293], [0.660, -1.622, 2.185], [-7.134, 1.175, 2.849], [3.697, 2.142, -3.156], [-0.443, -0.356, 0.559], [0.090, 0.446, -0.051], [0.797, -0.032, -0.058], [-0.039, 0.555, -0.802]], "lowdin_charge": [1.229, -0.792, -0.012, 0.184, 0.190, 0.103, 0.123, 0.098, 0.120, -0.677, -0.067, 0.193, 0.199, 0.131, 0.113, 0.137, 0.128, -0.815, -0.020, 0.203, 0.203, 0.123, 0.131, 0.129, 0.142, -0.661, 0.057, 0.220, 0.222, 0.142, 0.143, 0.143, 0.112, -0.867, 0.005, 0.190, 0.198, 0.114, 0.127, 0.129, 0.129, -0.795, 0.002, 0.209, 0.185, 0.136, 0.130, 0.125, 0.112]}



Record 6
{"formula": "C2H6N3P", "method": "wB97M-V/def2-TZVPD", "smiles": "[H]/N=C/[NH+]=C\\[NH+]=P\\[H]", "de_lowest_kj_mol": 165.2, "e_lumo_ev": [-12.18, -12.18], "total_charge": 2, "orbital_gap_ev": [8.316, 8.315], "symbols": ["C", "C", "N", "N", "N", "P", "H", "H", "H", "H", "H", "H"], "positions_angstrom": [[0.081, -1.245, -0.041], [-0.932, 1.050, -0.235], [1.327, -1.059, 0.199], [-0.754, -0.271, -0.473], [0.031, 1.703, 0.226], [2.263, 0.421, -0.268], [-0.304, -2.230, -0.004], [-1.834, 1.657, -0.435], [1.937, -1.828, 0.544], [-1.603, -0.713, -0.804], [-0.027, 2.627, 0.516], [2.502, 1.047, 1.023]], "forces_ev_per_angstrom": [[0.011, 1.681, -0.661], [0.706, 2.477, 0.573], [2.403, 0.836, 0.878], [-1.949, -2.787, -0.791], [3.396, -3.114, -0.911], [-2.443, 1.701, 1.009], [-0.530, -0.970, 0.130], [-0.341, -1.363, -0.057], [-0.850, 0.185, -0.166], [-0.359, 0.013, -0.183], [-0.166, 2.252, 0.491], [0.120, -0.911, -0.312]], "lowdin_charge": [-0.082, -0.144, -0.139, 0.120, 0.173, 1.288, 0.178, 0.197, 0.170, 0.183, 0.096, -0.040]}